(1)
The following is a quantum chemistry calculation of a molecular structure, C16H23NO5 at a distorted geometry, from the Open Molecules 2025 dataset.

Summary:
Energy relative to the best compared isomer or geometry (same formula, charge and spin) ... 19.0437 eV
Total energy ... -28675.0883 eV
HOMO-LUMO gap ... 8.597 eV
Strongest force on any atom ... 19.29 eV/Å

ORCA input file:
```
! RIJCOSX wB97M-V def2-TZVPD def2/J DEFGRID3
* xyz 0 1
C -5.00 -0.16 -0.24
H -4.46 -0.70 -1.18
O -3.94 0.22 0.63
C -2.99 0.89 0.30
C -2.09 0.99 1.18
C -1.05 1.85 1.15
C -0.87 2.36 0.01
C -1.73 2.28 -1.28
C -2.88 1.51 -1.03
H -3.48 1.28 -1.75
H -1.59 2.90 -2.11
O 0.19 3.37 -0.60
C 1.35 3.24 0.33
C 2.10 2.22 0.80
O 2.64 1.92 1.67
O 1.96 1.25 -0.13
C 2.81 -0.10 -0.10
C 4.21 0.28 -0.36
H 4.74 1.17 0.20
H 4.33 0.76 -1.33
H 4.78 -0.59 -0.42
C 2.05 -0.84 -1.00
N 1.13 -1.70 -0.61
C -0.11 -1.10 0.02
C -1.14 -2.02 -0.18
O -0.64 -3.18 0.94
C 0.45 -4.02 0.47
C 1.62 -2.67 0.24
H 2.37 -3.38 -0.03
H 1.88 -2.44 1.32
H 0.72 -4.48 1.16
H 0.20 -4.35 -0.62
H -1.99 -1.69 0.54
H -1.43 -2.76 -0.93
H -0.41 -0.47 -0.87
H 0.20 -0.44 0.85
H 2.99 -1.56 -1.73
H 1.74 -0.33 -1.71
H 2.66 -0.26 0.90
H 1.93 4.24 0.07
H 1.06 3.79 1.54
H -0.43 2.16 2.15
H -2.39 0.69 2.34
H -5.60 0.60 -0.66
H -5.89 -0.75 0.08
*
```

Charges per atom according to Löwdin partitioning, unit e: C -0.0330; H 0.1481; O -0.0292; C -0.4737; C -0.0949; C -0.0994; C -0.1499; C 0.0969; C 0.0505; H 0.0353; H 0.0886; O -0.0884; C -0.1349; C -0.7576; O 0.2479; O -0.0080; C -0.2535; C -0.0323; H 0.1367; H 0.0905; H 0.0560; C -0.2540; N -0.1510; C -0.1592; C -0.0377; O -0.2469; C -0.0674; C -0.1550; H 0.0918; H 0.1371; H -0.0275; H 0.1424; H 0.1424; H 0.1338; H 0.1567; H 0.1454; H 0.2310; H 0.0555; H 0.1110; H 0.1751; H 0.2132; H 0.1957; H 0.2076; H 0.0642; H 0.0999

=====

(2)
The following is a quantum chemistry calculation of a molecular structure, C8H12FeN7O3Se at a distorted geometry, from the Open Molecules 2025 dataset.

Summary:
Energy relative to the best compared isomer or geometry (same formula, charge and spin) ... 0.2870 eV
Total energy ... -124790.2408 eV
HOMO-LUMO gap (spin up / spin down) ... 8.224 / 8.569 eV
Strongest force on any atom ... 1.01 eV/Å

ORCA input file:
```
! RIJCOSX wB97M-V def2-TZVPD def2/J DEFGRID3
* xyz 1 1
Fe 1.17 -0.99 0.95
N -0.86 -4.91 -1.88
N -0.36 -4.24 -0.79
N -0.39 -4.75 0.41
C 0.09 -3.76 1.14
N 0.40 -2.71 0.36
N 0.09 -3.03 -0.88
H -0.89 -5.89 -1.65
H -0.30 -4.70 -2.69
H 0.24 -3.78 2.20
C -0.33 1.79 -2.80
N -0.68 2.56 -1.61
C -0.94 3.91 -1.57
C -1.21 4.23 -0.29
N -1.10 3.07 0.45
C -1.28 2.95 1.89
C -0.78 2.05 -0.37
Se -0.66 0.26 0.09
H -0.39 2.45 -3.66
H -1.02 0.96 -2.91
H 0.68 1.40 -2.70
H -0.92 4.52 -2.46
H -1.47 5.17 0.17
H -1.57 3.92 2.28
H -0.35 2.63 2.35
H -2.06 2.22 2.10
O 3.90 -1.32 -0.32
C 2.85 -1.17 0.05
O 2.07 0.24 2.25
C 2.05 -0.70 3.08
O 1.56 -1.81 2.71
H 2.46 -0.58 4.09
*
```

Charges per atom according to Löwdin partitioning, unit e: Fe 0.2211; N 0.1557; N -0.2703; N 0.1597; C -0.1335; N -0.1034; N 0.1207; H 0.1124; H 0.1110; H 0.1237; C -0.0129; N -0.1151; C -0.0158; C -0.0154; N -0.1118; C -0.0063; C -0.6335; Se 0.8293; H 0.0984; H 0.0887; H 0.0965; H 0.1332; H 0.1337; H 0.0989; H 0.0971; H 0.0913; O 0.2099; C -0.0205; O -0.0906; C -0.4173; O -0.0881; H 0.1534

=====

(3)
The following is a quantum chemistry calculation of a molecular structure, C32H22NOPSTc, from the Open Molecules 2025 dataset.

Summary:
Energy relative to the best compared isomer or geometry (same formula, charge and spin) ... 0.0908 eV
Total energy ... -59383.6002 eV
HOMO-LUMO gap (spin up / spin down) ... 6.895 / 5.949 eV
Strongest force on any atom ... 0.62 eV/Å

ORCA input file:
```
! RIJCOSX wB97M-V def2-TZVPD def2/J DEFGRID3
* xyz 2 4
Tc 0.61 -1.03 -1.83
O 2.60 -1.26 -2.66
C 2.57 -1.02 -1.46
C 3.42 -0.88 -0.32
C 4.81 -1.01 -0.31
C 5.46 -0.86 0.90
C 4.74 -0.59 2.06
C 3.36 -0.44 2.05
C 2.68 -0.58 0.85
P 0.89 -0.34 0.58
C -0.02 -0.97 1.99
C -0.12 -0.24 3.17
C -0.78 -0.78 4.26
C -1.35 -2.04 4.17
C -1.27 -2.77 2.99
C -0.61 -2.24 1.89
C 0.60 1.44 0.43
C 1.57 2.25 -0.43
C 1.35 3.72 -0.13
C 0.11 4.16 -0.02
C -1.01 3.16 -0.18
C -0.64 1.90 0.58
H 5.35 -1.23 -1.22
H 6.54 -0.97 0.95
H 5.28 -0.49 3.00
H 2.82 -0.24 2.97
H 0.31 0.76 3.23
H -0.86 -0.21 5.18
H -1.87 -2.46 5.02
H -1.72 -3.75 2.92
H -0.55 -2.80 0.97
H 2.60 1.98 -0.17
H 2.21 4.37 -0.04
H -0.13 5.20 0.17
H -1.95 3.56 0.20
H -1.40 1.35 1.11
S -3.66 0.44 -1.59
C -3.84 -1.27 -1.45
C -5.00 -2.01 -1.26
C -4.88 -3.38 -1.19
C -3.64 -4.02 -1.31
C -2.49 -3.29 -1.51
C -2.59 -1.90 -1.58
N -1.55 -1.01 -1.77
C -1.98 0.25 -1.80
C -0.99 1.28 -1.94
C -1.26 2.76 -1.74
C -0.36 3.51 -2.69
C 0.90 3.11 -2.81
C 1.38 1.93 -2.00
C 0.32 0.85 -2.09
H -5.97 -1.53 -1.17
H -5.77 -3.99 -1.04
H -3.59 -5.10 -1.27
H -1.53 -3.79 -1.63
H -2.31 2.97 -1.96
H -0.75 4.35 -3.24
H 1.60 3.61 -3.47
H 2.33 1.58 -2.39
*
```

Charges per atom according to Löwdin partitioning, unit e: Tc 1.3577; O 0.0434; C -0.3811; C -0.2180; C 0.0363; C -0.0126; C 0.0035; C -0.0232; C -0.2649; P 1.1159; C -0.3680; C -0.0868; C -0.0430; C -0.0361; C -0.0496; C -0.0904; C -0.3048; C -0.1840; C -0.0318; C -0.0291; C -0.1571; C -0.0360; H 0.1408; H 0.1292; H 0.1298; H 0.1186; H 0.1150; H 0.1212; H 0.1221; H 0.1184; H 0.0890; H 0.1334; H 0.1294; H 0.1302; H 0.1447; H 0.1301; S 1.2157; C -0.4250; C -0.0519; C -0.0361; C -0.0409; C -0.0219; C -0.2957; N -0.0514; C -0.5361; C -0.1792; C -0.1478; C -0.0200; C -0.0242; C -0.1847; C -0.2089; H 0.1253; H 0.1238; H 0.1213; H 0.1120; H 0.1350; H 0.1328; H 0.1312; H 0.1347

=====

(4)
The following is a quantum chemistry calculation of C24H23N3OS in the gas phase, from the Open Molecules 2025 dataset.

Summary:
SMILES ... CC(C)c1ccc2nc3sc(C(=O)N4CCc5ccccc5C4)c(N)c3cc2c1
Energy relative to the best compared isomer or geometry (same formula, charge and spin) ... 0.0396 eV
Total energy ... -42616.1895 eV
HOMO-LUMO gap ... 7.319 eV
Strongest force on any atom ... 0.80 eV/Å

ORCA input file:
```
! RIJCOSX wB97M-V def2-TZVPD def2/J DEFGRID3
* xyz 0 1
C -5.74 -5.95 -1.84
H -5.42 -6.09 -0.81
H -6.59 -5.28 -1.85
H -6.05 -6.91 -2.23
C -4.59 -5.38 -2.68
C -4.08 -4.09 -2.09
C -2.79 -3.98 -1.64
C -2.31 -2.78 -1.09
C -0.99 -2.63 -0.62
C -0.60 -1.42 -0.10
C -1.57 -0.38 -0.06
N -2.79 -0.47 -0.48
C -3.18 -1.65 -1.00
C -4.51 -1.79 -1.46
C -4.94 -2.97 -1.99
H -5.96 -3.05 -2.34
H -5.16 -0.93 -1.38
S -0.91 1.08 0.61
C 0.67 0.31 0.86
C 0.66 -1.01 0.47
N 1.74 -1.83 0.52
H 1.57 -2.83 0.49
H 2.47 -1.51 1.14
C 1.80 0.89 1.59
O 2.61 0.13 2.12
N 1.93 2.23 1.74
C 1.36 3.26 0.91
H 0.46 2.92 0.41
C 2.40 3.70 -0.12
C 3.68 4.10 0.55
C 4.59 4.94 -0.09
C 5.77 5.30 0.53
C 6.06 4.83 1.80
C 5.16 4.00 2.44
C 3.97 3.62 1.83
C 3.02 2.72 2.56
H 3.55 1.85 2.96
H 2.59 3.28 3.41
H 5.38 3.62 3.43
H 6.98 5.11 2.29
H 6.47 5.95 0.03
H 4.36 5.30 -1.08
H 2.01 4.53 -0.72
H 2.60 2.87 -0.81
H 1.10 4.11 1.55
H -0.31 -3.47 -0.68
H -2.12 -4.82 -1.71
C -5.02 -5.18 -4.13
H -4.21 -4.78 -4.72
H -5.87 -4.50 -4.19
H -5.32 -6.14 -4.57
H -3.77 -6.11 -2.66
*
```

Charges per atom according to Löwdin partitioning, unit e: C -0.0644; H 0.0826; H 0.0744; H 0.0771; C -0.3923; C -0.2104; C 0.0192; C -0.1373; C 0.0632; C -0.1561; C -0.5272; N 0.1156; C -0.2209; C 0.0019; C -0.0221; H 0.1108; H 0.1140; S 1.0834; C -0.3314; C -0.2936; N 0.1531; H 0.0950; H 0.0821; C -0.4306; O 0.0220; N -0.0462; C -0.1635; H 0.0373; C -0.1036; C -0.1745; C -0.0410; C -0.0887; C -0.0877; C -0.0379; C -0.1466; C -0.0856; H 0.1272; H 0.1423; H 0.1150; H 0.1005; H 0.1001; H 0.1115; H 0.1212; H 0.1313; H 0.1398; H 0.1211; H 0.1197; C -0.0647; H 0.0827; H 0.0741; H 0.0771; H 0.1308

=====

Among the records above, which one has the highest total energy?
C16H23NO5

=====

What is the formula in the third record?
C32H22NOPSTc

=====

The lowest total energy belongs to which entry?
C8H12FeN7O3Se